{"formula": "CH7N2O", "method": "wB97M-V/def2-TZVPD", "energy_ha": -227.03795, "e_homo_ev": -2.99, "total_charge": -1, "gap_ev": 7.64, "de_lowest_kj_mol": 30.9, "symbols": ["O", "N", "N", "C", "H", "H", "H", "H", "H", "H", "H"], "coordinates": [[-1.04158, 2.02658, -0.22910], [0.12425, -0.29355, -1.18482], [0.16234, -0.36452, 1.27964], [0.48477, -1.04533, 0.02121], [-0.34978, 2.65118, 0.04039], [-0.74092, 0.08964, 1.13569], [-0.03210, -2.00952, 0.05615], [-0.58214, -0.83554, -1.66968], [0.78043, 0.43029, 1.37322], [1.56676, -1.24835, 0.05919], [-0.37203, 0.59914, -0.88190]], "forces_ev_per_a": [[0.0870, 0.0830, 0.1870], [-0.2730, -0.2982, 0.1880], [-0.1297, -0.2175, -0.0057], [0.0637, 0.3153, 0.3315], [-0.2452, -0.2048, -0.1431], [0.0713, 0.1461, 0.0395], [0.0788, -0.1413, -0.1612], [0.0088, 0.0738, -0.1598], [0.0599, 0.1397, -0.0550], [-0.1261, -0.0701, -0.1185], [0.4044, 0.1740, -0.1029]], "nbo_charge": [-1.319, -0.931, -0.871, -0.039, 0.399, 0.388, 0.132, 0.322, 0.345, 0.130, 0.444]}



{"formula": "CH7N2O", "method": "wB97M-V/def2-TZVPD", "energy_ha": -227.03029, "e_homo_ev": -2.22, "total_charge": -1, "gap_ev": 6.18, "de_lowest_kj_mol": 51.0, "symbols": ["O", "N", "N", "C", "H", "H", "H", "H", "H", "H", "H"], "coordinates": [[0.47870, 2.38114, -0.14623], [-0.47122, 0.40939, -1.09832], [0.19320, -3.33472, 1.01981], [-0.07690, 1.22817, 0.12362], [-1.04023, 1.35622, 0.68158], [0.55422, 0.54652, 0.68976], [-0.19322, -4.12863, 0.53665], [-0.30673, -3.11690, 1.87074], [0.37754, -0.10242, -1.33656], [-0.57402, 1.04750, -1.88127], [0.09582, -2.49406, 0.46028]], "forces_ev_per_a": [[0.6235, 0.7412, -0.2602], [0.3292, -0.9034, 0.0275], [0.4844, 0.5720, 0.2049], [-1.1327, 0.8237, -0.6066], [-0.0649, -0.2996, 0.1643], [0.4191, -0.8256, 0.6344], [-0.3472, 0.0556, 0.0396], [-0.1729, -0.4100, 0.0180], [-0.0684, 0.0244, -0.1457], [-0.0922, 0.3659, 0.2126], [0.0220, -0.1441, -0.2886]], "nbo_charge": [-0.943, -0.934, -1.091, 0.141, 0.042, 0.047, 0.349, 0.355, 0.316, 0.338, 0.381]}



{"formula": "CH7N2O", "method": "wB97M-V/def2-TZVPD", "energy_ha": -226.71832, "e_homo_ev": -15.67, "total_charge": 1, "gap_ev": 11.37, "de_lowest_kj_mol": 307.4, "symbols": ["O", "N", "N", "C", "H", "H", "H", "H", "H", "H", "H"], "coordinates": [[0.12579, -2.07669, 1.33766], [0.58146, -0.18891, -0.35715], [-1.03320, 1.75615, -1.01745], [0.01594, 1.32244, -0.35012], [0.68907, 2.00505, 0.31485], [0.07347, -1.03974, 0.01752], [-1.38451, 2.62155, -0.43005], [1.59386, -0.09824, -0.19894], [0.43148, -0.45514, -1.36847], [-0.07303, -2.77444, 0.73354], [0.72980, -2.55079, 1.95313]], "forces_ev_per_a": [[0.7695, -0.5039, 1.0551], [-1.3001, 2.0448, -4.2419], [2.6526, -1.5053, 4.2826], [-2.0924, 2.0143, 0.2047], [-1.2410, -1.6956, -0.8596], [0.7651, 1.5660, 1.6659], [1.2516, -1.3070, -2.1098], [-0.4922, -0.7510, 0.3167], [0.7813, 0.5775, 0.5369], [-0.6655, -1.2069, -0.6269], [-0.4289, 0.7670, -0.2237]], "nbo_charge": [-0.952, -0.773, -0.536, 0.241, 0.216, 0.494, 0.416, 0.450, 0.445, 0.481, 0.517]}



{"formula": "CH7N2O2P", "method": "wB97M-V/def2-TZVPD", "energy_ha": -643.54245, "e_homo_ev": -8.89, "gap_ev": 9.89, "smiles": "CP(N)ONO", "de_lowest_kj_mol": 430.8, "symbols": ["P", "O", "O", "N", "N", "C", "H", "H", "H", "H", "H", "H", "H"], "coordinates": [[-0.77778, -0.27490, -0.17097], [1.93879, -1.40643, -1.50372], [0.63844, 0.39452, -0.74315], [1.21166, -0.21849, -1.88084], [-0.40002, -0.98576, 1.31923], [-1.29000, 1.35141, 0.58896], [-2.15299, 1.23477, 1.29393], [-0.01426, -1.88473, 1.37625], [-0.30533, 1.74159, 1.06794], [-1.83397, 1.95346, -0.07108], [1.28333, -1.96197, -1.09211], [1.99586, 0.40676, -2.25621], [-0.29372, -0.35022, 2.07178]], "forces_ev_per_a": [[-0.7159, 0.1371, 0.2778], [0.6125, 1.2809, 0.1599], [1.6088, 0.6152, 0.0243], [0.1732, -0.3552, -1.3225], [-0.9167, 1.1742, -1.3432], [0.7554, -1.3788, 1.9027], [1.2177, -0.5223, 0.2526], [0.4696, -1.0595, 0.3232], [-2.0541, -0.0590, -0.8241], [0.3414, 1.4013, -1.6805], [-0.5634, -0.4095, -0.0855], [-1.4303, -0.8914, 1.4052], [0.5018, 0.0669, 0.9100]], "nbo_charge": [1.186, -0.589, -0.682, -0.078, -1.171, -0.969, 0.237, 0.392, 0.242, 0.240, 0.457, 0.349, 0.386]}



{"formula": "CH7N2Si", "method": "wB97M-V/def2-TZVPD", "energy_ha": -441.03019, "e_homo_ev": -15.16, "total_charge": 1, "gap_ev": 11.16, "smiles": "N/C=[NH+]/[SiH3]", "de_lowest_kj_mol": 70.9, "symbols": ["Si", "N", "N", "C", "H", "H", "H", "H", "H", "H", "H"], "coordinates": [[2.10974, 0.01747, -0.04564], [0.16238, -0.22253, 0.35499], [-2.04971, -0.07571, -0.03267], [-0.79962, 0.23136, -0.36672], [2.26433, -1.46679, -0.06877], [-2.20494, -0.60583, 0.79610], [-2.90963, 0.38688, -0.47337], [-0.63531, 0.52321, -1.34624], [1.83456, 0.72179, -1.21989], [2.31897, 0.96573, 1.15953], [-0.09075, -0.47558, 1.24267]], "forces_ev_per_a": [[-3.0379, -0.5729, 2.8545], [3.3334, 1.8195, -2.4562], [-2.0540, 1.9943, -1.4127], [-1.5827, -2.5333, 1.1649], [0.9122, 0.6625, -0.0093], [-0.3085, -0.1694, 0.5601], [2.0269, -1.0756, 0.7999], [0.4173, 1.3627, -1.6586], [0.3525, 0.6459, -1.5590], [0.5705, -1.0748, -1.0180], [-0.6297, -1.0590, 2.7344]], "nbo_charge": [1.016, -0.781, -0.736, 0.382, -0.090, 0.409, 0.446, 0.214, -0.160, -0.090, 0.391]}



{"formula": "CH7N2Si", "method": "wB97M-V/def2-TZVPD", "energy_ha": -441.03705, "e_homo_ev": -15.45, "total_charge": 1, "gap_ev": 11.12, "smiles": "[NH2+]=CN[SiH3]", "de_lowest_kj_mol": 52.9, "symbols": ["Si", "N", "N", "C", "H", "H", "H", "H", "H", "H", "H"], "coordinates": [[1.59357, 0.17764, -0.01068], [0.11023, -0.90948, 0.18142], [-1.66508, 0.62168, -0.18455], [-1.25024, -0.62600, 0.05285], [1.16272, 1.54704, 0.01685], [0.32584, -1.83991, 0.47758], [2.27110, -0.60639, 0.90401], [-0.87187, 1.26938, -0.25569], [-2.62828, 0.90727, -0.21166], [2.11335, 0.34433, -1.39387], [-2.10162, -1.35711, 0.00103]], "forces_ev_per_a": [[-1.2804, -0.0101, -2.1001], [-3.6180, 1.6228, -0.7951], [2.5055, -1.4437, 0.3841], [1.1615, 0.4739, -0.7304], [-0.4598, 0.7401, 1.1665], [-0.1729, -0.6295, -0.0211], [1.5873, -0.3779, 1.3665], [-1.1298, 0.4331, 0.0505], [-0.0686, 0.0031, -0.1353], [0.0356, -0.9469, 0.1575], [1.4397, 0.1352, 0.6570]], "nbo_charge": [1.051, -0.898, -0.701, 0.413, -0.164, 0.437, -0.134, 0.422, 0.452, -0.125, 0.248]}



{"formula": "CH7N3", "method": "wB97M-V/def2-TZVPD", "energy_ha": -206.55072, "e_homo_ev": -9.25, "gap_ev": 9.91, "smiles": "[H]/N=C/N.N", "de_lowest_kj_mol": 36.2, "symbols": ["N", "N", "N", "C", "H", "H", "H", "H", "H", "H", "H"], "coordinates": [[2.05711, -0.85126, -3.27487], [-2.20630, 0.75970, 2.59571], [-1.02744, 0.50621, 0.69832], [-1.11685, 0.34317, 2.05819], [-1.62186, 1.22034, 0.30031], [2.89303, -1.43727, -3.17855], [-0.12335, 0.47300, 0.24831], [1.31836, -1.41088, -2.86235], [2.30443, -0.05677, -2.69247], [-0.34218, -0.27152, 2.50461], [-2.13494, 0.72528, 3.60280]], "forces_ev_per_a": [[1.0102, -0.4754, 0.0456], [1.2473, 0.2748, 0.3258], [0.8935, -0.0540, -0.6514], [-1.9698, 0.3607, -0.7510], [-0.1332, -0.1595, 0.2705], [-0.3149, 0.0608, -0.3554], [-0.0970, -0.2033, 0.2622], [-0.0971, 0.4043, 0.2053], [-0.6002, 0.0110, 0.1070], [0.2989, 0.2627, 0.2661], [-0.2377, -0.4821, 0.2752]], "nbo_charge": [-1.063, -0.717, -0.814, 0.268, 0.393, 0.352, 0.376, 0.358, 0.354, 0.156, 0.337]}



{"formula": "CH7N3O", "method": "wB97M-V/def2-TZVPD", "energy_ha": -281.81767, "e_homo_ev": -9.44, "gap_ev": 10.03, "smiles": "N=C(N)N.O", "de_lowest_kj_mol": 84.4, "symbols": ["O", "N", "N", "N", "C", "H", "H", "H", "H", "H", "H", "H"], "coordinates": [[-0.54528, -1.83172, 2.61654], [1.16401, 0.65839, 0.13298], [-1.04382, -0.01591, 0.03145], [0.18426, 0.30951, -1.95007], [0.03461, 0.32353, -0.56011], [0.99836, 0.95291, 1.08039], [1.89023, 1.22461, -0.28265], [0.77190, 1.01618, -2.36219], [-0.69868, 0.18700, -2.43005], [-1.10497, -1.06615, 2.39950], [0.12199, -1.60466, 1.98601], [-1.77262, -0.15369, -0.66181]], "forces_ev_per_a": [[-0.7462, 0.7894, 0.2401], [0.6377, 0.3410, 0.6351], [0.1105, 0.1607, 0.3106], [-0.1503, -0.0339, 0.1825], [-0.3732, 0.1811, -0.9751], [-0.2096, -0.1677, 0.1242], [-0.2541, -0.3104, -0.3472], [0.0193, -0.0003, 0.0032], [0.3204, 0.0921, -0.0214], [-0.4497, -0.4114, 0.3398], [1.1658, -0.4033, -0.6985], [-0.0706, -0.2373, 0.2067]], "nbo_charge": [-0.938, -0.824, -0.793, -0.834, 0.576, 0.396, 0.384, 0.378, 0.383, 0.476, 0.461, 0.334]}



{"formula": "CH7N4S2", "method": "wB97M-V/def2-TZVPD", "energy_ha": -1057.35449, "e_homo_ev": -12.76, "total_charge": 1, "gap_ev": 8.20, "de_lowest_kj_mol": 53.6, "symbols": ["S", "S", "N", "N", "N", "N", "C", "H", "H", "H", "H", "H", "H", "H"], "coordinates": [[3.10776, -0.38065, -0.08855], [0.79460, 2.38879, -0.20304], [-0.52356, 0.21784, -0.51931], [-2.83454, 0.49293, -0.39914], [0.42008, 0.91145, -0.77554], [-1.77482, -0.57047, 1.29224], [-1.68201, 0.03971, 0.08610], [-1.17614, -1.40305, 1.51697], [-2.89774, 1.03515, -1.22519], [-3.65387, 0.04871, -0.18495], [-2.68693, -0.89917, 1.40498], [1.98962, 2.28332, -0.87737], [1.95835, -0.61516, 0.73374], [3.84737, 0.13560, 0.90742]], "forces_ev_per_a": [[-1.2935, -0.3557, 1.0037], [0.6267, 0.7658, -0.0254], [-1.9867, -1.6084, 0.2243], [2.0247, 0.8913, -0.9051], [1.3010, -0.1500, -1.0362], [2.0277, -1.8809, -0.0924], [0.2064, 1.2822, 0.7855], [-0.0971, 1.5363, -0.4924], [0.3588, 0.5422, -0.7421], [-2.3538, -1.3113, 0.8895], [-1.8802, -0.3384, 0.7749], [-0.5654, 0.4236, 0.5168], [1.7810, 0.3261, -0.9529], [-0.1497, -0.1228, 0.0518]], "nbo_charge": [-0.275, 0.368, -0.191, -0.723, -0.178, -0.736, 0.607, 0.430, 0.427, 0.407, 0.389, 0.185, 0.130, 0.160]}



{"formula": "CH7N4S2", "method": "wB97M-V/def2-TZVPD", "energy_ha": -1057.31135, "e_homo_ev": -12.19, "total_charge": 1, "gap_ev": 7.93, "de_lowest_kj_mol": 166.9, "symbols": ["S", "S", "N", "N", "N", "N", "C", "H", "H", "H", "H", "H", "H", "H"], "coordinates": [[-1.79838, -0.57170, -1.69905], [0.77950, -1.43556, -3.15563], [1.37990, -0.22604, 1.43731], [-0.67726, 0.74859, 0.49806], [0.05777, -0.53924, -1.77690], [0.90975, -0.64450, -0.78169], [0.63556, -0.01452, 0.31200], [-1.89747, -0.28200, -3.02726], [1.34476, -2.33167, -2.24937], [-0.53908, 1.76832, 0.53282], [2.05214, -0.84949, 1.12680], [1.84031, 0.55604, 2.00741], [-1.03521, 0.74750, 1.45797], [-1.35797, 0.41023, -0.22839]], "forces_ev_per_a": [[1.2237, -1.3463, -1.0202], [-0.2956, -0.4174, 1.6489], [-0.4103, 2.4042, 1.7907], [1.7365, 0.7946, 1.5677], [-0.9047, -0.4186, -3.9000], [-1.1030, 1.9306, 3.3409], [-0.2963, -0.0921, -0.2016], [0.0406, 0.2250, 0.6431], [-0.4471, 0.4026, -1.2007], [0.2721, -0.0048, -1.5399], [1.9471, -1.6808, -0.0079], [-1.2104, -1.2272, -1.4331], [-0.1393, -1.5521, 0.1686], [-0.4134, 0.9823, 0.1435]], "nbo_charge": [0.149, 0.221, -0.804, -0.760, -0.498, -0.260, 0.480, 0.197, 0.142, 0.450, 0.410, 0.416, 0.451, 0.406]}



{"formula": "CH7NO2", "method": "wB97M-V/def2-TZVPD", "energy_ha": -247.10012, "multiplicity": 2, "e_homo_ev": [-12.88, -12.88], "total_charge": 1, "gap_ev": [6.23, 2.35], "de_lowest_kj_mol": 154.9, "symbols": ["O", "O", "N", "C", "H", "H", "H", "H", "H", "H", "H"], "coordinates": [[-1.02141, -6.72216, -1.05626], [0.25297, -2.46124, -3.05182], [0.62869, 4.75278, 2.76152], [0.18297, 5.80590, 2.32649], [-0.60456, 5.70527, 1.55519], [0.46509, 6.85829, 2.39937], [-0.34571, -7.38811, -0.89151], [1.62009, 4.81288, 3.05690], [-0.03172, -2.32993, -3.96200], [-0.73551, -5.99102, -0.49854], [-0.41091, -3.04266, -2.63935]], "forces_ev_per_a": [[0.2143, 0.0959, 0.1624], [-0.3215, -0.2240, 0.3510], [1.8239, 1.9239, 0.8607], [-2.0942, -0.4382, -2.2572], [-0.3583, -0.0239, 0.0552], [0.5133, 0.2000, 0.9258], [-0.0800, -0.1322, -0.1262], [0.1175, -1.6666, 0.4098], [-0.0701, -0.1225, 0.0847], [-0.1277, 0.0494, -0.0303], [0.3830, 0.3382, -0.4358]], "nbo_charge": [-0.932, -0.946, -0.112, 0.026, 0.309, 0.323, 0.470, 0.455, 0.473, 0.462, 0.473]}



{"formula": "CH7NO3Si", "method": "wB97M-V/def2-TZVPD", "energy_ha": -612.24267, "e_homo_ev": -9.00, "gap_ev": 9.73, "de_lowest_kj_mol": 61.1, "symbols": ["Si", "O", "O", "O", "N", "C", "H", "H", "H", "H", "H", "H", "H"], "coordinates": [[1.49974, -0.14745, -0.30248], [-2.81866, -0.85464, 0.02191], [-0.08943, 0.25962, -0.01246], [-3.79912, 1.04382, 0.45745], [2.59614, 0.50373, 0.98254], [-2.63843, 0.46130, 0.19517], [1.38595, -1.63650, -0.38348], [2.14190, 1.26227, 1.47356], [-4.65493, 0.41428, 0.57195], [1.76605, 0.37256, -1.80474], [-2.02406, -1.38723, 0.05758], [3.06191, -0.10002, 1.65458], [-0.25678, 1.18524, -0.10632]], "forces_ev_per_a": [[0.3329, 0.4414, -0.5315], [-1.3463, 0.6361, 0.5396], [1.7240, -0.9008, 0.0911], [-1.7587, -1.9376, 0.1079], [-1.0333, -0.7652, -1.3643], [-1.0379, -0.1047, 0.1539], [0.5159, 0.3106, 0.2370], [0.1309, 0.0476, 0.0840], [2.6412, 1.3162, -0.5077], [0.1366, -0.3960, 1.8548], [0.7562, 0.5316, -0.2508], [-0.2389, 0.0484, -0.3787], [-0.8228, 0.7725, -0.0352]], "nbo_charge": [1.545, -0.726, -1.098, -0.691, -1.294, 0.446, -0.227, 0.387, 0.462, -0.221, 0.516, 0.398, 0.504]}